*i*
{"formula": "C6H10O", "method": "the ωB97M-V functional and the def2-TZVPD basis", "multiplicity": 2, "lumo_energy_ev": [-4.4, -8.0], "homo_ev": [-14.340, -14.106], "charge": 1, "orbital_gap_ev": [9.914, 6.070], "symbols": ["O", "C", "C", "C", "C", "C", "C", "H", "H", "H", "H", "H", "H", "H", "H", "H", "H"], "positions_angstrom": [[1.516, -0.444, 1.628], [2.132, -0.061, 0.674], [2.012, -0.298, -0.674], [0.470, -0.613, -1.210], [-0.412, -0.349, -0.073], [-1.468, 0.561, -0.135], [-2.517, 0.529, 0.859], [3.188, 0.243, 0.823], [2.599, -0.521, -1.555], [1.705, 0.811, -0.318], [0.516, -1.666, -1.510], [0.314, -0.095, -2.150], [-0.308, -1.075, 0.716], [-1.274, 1.403, -0.796], [-2.150, 0.590, 1.896], [-3.205, 1.365, 0.878], [-3.117, -0.378, 0.946]]}

***

*ii*
{"formula": "C6H10O", "method": "the ωB97M-V functional and the def2-TZVPD basis", "multiplicity": 2, "lumo_energy_ev": [-4.9, -7.7], "homo_ev": [-14.326, -15.591], "charge": 1, "orbital_gap_ev": [9.436, 7.925], "symbols": ["C", "C", "C", "C", "C", "O", "C", "H", "H", "H", "H", "H", "H", "H", "H", "H", "H"], "positions_angstrom": [[0.167, 1.259, 2.161], [-0.306, 0.438, 0.842], [0.415, 0.421, -0.259], [0.174, -0.506, -1.331], [1.172, -0.583, -2.272], [1.449, -1.887, -2.902], [-1.618, -0.391, 1.069], [0.197, 0.568, 3.017], [-0.596, 1.862, 2.657], [1.101, 1.742, 2.170], [1.047, 1.152, -0.694], [-0.851, -1.042, -1.526], [2.021, 0.138, -2.270], [1.477, -1.594, -3.833], [-1.446, -1.321, 1.529], [-2.403, 0.144, 1.625], [-2.000, -0.401, 0.017]]}

***

If you had to name the least stable structure above, which would it be? It would be *i*.